No. 1
# H2NO3S3

2 unconnected molecules or ions with the total composition H2NO3S3 at a distorted geometry (ωB97M-V/def2-TZVPD, the OMol25 dataset).

Structure (XYZ):
```
9
Properties=species:S:1:pos:R:3
N -0.16 -0.09 -2.52
O -0.86 -0.80 1.29
O 0.56 -0.61 3.25
O 1.30 0.20 0.87
S -0.62 0.82 -1.28
S -0.30 0.37 -4.09
S 0.14 0.17 2.07
H -1.06 -0.69 0.30
H 1.00 0.64 0.11
```

lowest unoccupied orbital energy	2.9	eV
gap between HOMO and LUMO	6.86	eV
total charge	-1
max |F|	0.099	hartree/bohr

---

No. 2
# H2NO5PS

A gas-phase ion, H2NO5PS (charge -2) at a distorted geometry (ωB97M-V/def2-TZVPD, the OMol25 dataset).

Structure (XYZ):
```
10
Properties=species:S:1:pos:R:3
N 1.49 0.20 0.07
S 0.05 0.98 0.19
O 0.18 1.94 -1.16
O 0.20 1.86 1.38
P -1.15 -0.98 0.08
O -0.51 -1.63 -1.16
O -0.72 -1.55 1.40
O -2.57 -0.54 -0.04
H 1.23 -0.75 0.12
H 1.79 0.47 -0.89
```

SMILES	NS(=O)(=O)P(=O)([O-])[O-]
lowest unoccupied orbital energy	6.6	eV
gap between HOMO and LUMO	7.43	eV
total charge	-2
max |F|	0.137	hartree/bohr

---

No. 3
# H2NP

2 unconnected molecules or ions with the total composition H2NP at a distorted geometry (ωB97M-V/def2-TZVPD, the OMol25 dataset).

Structure (XYZ):
```
4
Properties=species:S:1:pos:R:3
N -0.09 0.96 -0.06
P -1.17 -0.08 0.00
H 0.60 1.60 0.35
H -0.20 -1.91 0.60
```

lowest unoccupied orbital energy	-0.8	eV
gap between HOMO and LUMO	7.39	eV
max |F|	0.057	hartree/bohr

---

No. 4
# H2O

A gas-phase ion, H2O (charge +1) at a distorted geometry (ωB97M-V/def2-TZVPD, the OMol25 dataset).

Structure (XYZ):
```
3
Properties=species:S:1:pos:R:3
H 0.38 -0.44 -0.39
H -0.39 0.03 0.62
O 0.01 0.41 -0.22
```

lowest unoccupied orbital energy (spin up / spin down)	-6.3 / -13.7	eV
gap between HOMO and LUMO (spin up / spin down)	20.43 / 12.85	eV
total charge	+1
multiplicity	2
max |F|	0.072	hartree/bohr

---

No. 5
# H2O2

A single H2O2 molecule at a distorted geometry (ωB97M-V/def2-TZVPD, the OMol25 dataset).

Structure (XYZ):
```
4
Properties=species:S:1:pos:R:3
O 0.24 0.56 -0.61
O -0.66 0.24 0.43
H 1.13 0.09 -0.36
H -0.71 -0.89 0.54
```

SMILES	OO
lowest unoccupied orbital energy	0.6	eV
gap between HOMO and LUMO	10.90	eV
max |F|	0.094	hartree/bohr

---

No. 6
# H2O2

A molecular structure, H2O2 at a distorted geometry (ωB97M-V/def2-TZVPD, the OMol25 dataset).

Structure (XYZ):
```
4
Properties=species:S:1:pos:R:3
H 1.23 0.27 0.55
H -1.22 0.59 -0.41
O 0.69 -0.39 -0.17
O -0.70 -0.46 0.04
```

lowest unoccupied orbital energy	0.5	eV
gap between HOMO and LUMO	10.99	eV
max |F|	0.108	hartree/bohr

---

No. 7
# H2O2P

A gas-phase ion, H2O2P (charge -1) at a distorted geometry (ωB97M-V/def2-TZVPD, the OMol25 dataset).

Structure (XYZ):
```
5
Properties=species:S:1:pos:R:3
O 0.20 -1.49 0.00
P -0.03 -0.04 -0.07
O 1.72 0.78 -0.16
H -0.68 0.57 1.06
H -1.22 0.19 -0.83
```

SMILES	O=[PH2][O-]
lowest unoccupied orbital energy	4.8	eV
gap between HOMO and LUMO	8.49	eV
total charge	-1
max |F|	0.131	hartree/bohr

---

No. 8
# H2O4

A molecular structure, H2O4 at a distorted geometry (ωB97M-V/def2-TZVPD, the OMol25 dataset).

Structure (XYZ):
```
6
Properties=species:S:1:pos:R:3
O 1.75 1.36 0.47
O -0.48 0.07 -0.22
O 1.83 0.14 0.04
O -1.69 -0.53 0.11
H -2.08 -0.68 -0.77
H 0.67 -0.36 0.37
```

lowest unoccupied orbital energy (spin up / spin down)	-0.9 / -2.9	eV
gap between HOMO and LUMO (spin up / spin down)	9.44 / 6.84	eV
max |F|	0.047	hartree/bohr

---

No. 9
# H2O4P2

A gas-phase ion, H2O4P2 (charge -2) at a distorted geometry (ωB97M-V/def2-TZVPD, the OMol25 dataset).

Structure (XYZ):
```
8
Properties=species:S:1:pos:R:3
O 1.45 0.85 -1.51
P 1.00 0.24 -0.26
O 1.82 -0.93 0.17
P -1.07 -0.28 0.05
O -1.63 -1.27 -0.91
O -1.90 0.92 0.31
H 1.16 1.14 0.72
H -0.82 -0.68 1.44
```

SMILES	O=[P@H]([O-])[P@H](=O)[O-]
lowest unoccupied orbital energy	7.5	eV
gap between HOMO and LUMO	7.25	eV
total charge	-2
max |F|	0.063	hartree/bohr

---

No. 10
# H2O4PS

A molecular structure, H2O4PS at a distorted geometry (ωB97M-V/def2-TZVPD, the OMol25 dataset).

Structure (XYZ):
```
8
Properties=species:S:1:pos:R:3
O -0.37 1.59 0.06
O 1.77 0.14 0.55
O 1.25 1.05 -1.76
O -0.19 -0.62 -0.87
P -1.08 -1.35 0.26
S 0.68 0.74 -0.47
H -1.77 -0.21 0.71
H -0.29 -1.34 1.53
```

lowest unoccupied orbital energy	4.2	eV
gap between HOMO and LUMO	9.53	eV
total charge	-1
max |F|	0.112	hartree/bohr

---

No. 11
# H2O4PS

A molecular structure, H2O4PS at a distorted geometry (ωB97M-V/def2-TZVPD, the OMol25 dataset).

Structure (XYZ):
```
8
Properties=species:S:1:pos:R:3
O 1.51 -0.29 -0.43
O 0.87 2.12 -0.53
O 1.49 1.12 1.67
O -1.06 0.15 0.69
P -1.64 -1.08 0.01
S 1.03 0.91 0.31
H -0.60 -2.05 -0.10
H -1.61 -0.88 -1.61
```

lowest unoccupied orbital energy	3.6	eV
gap between HOMO and LUMO	7.85	eV
total charge	-1
max |F|	0.075	hartree/bohr